Density functional theory data (wB97M-V/def2-TZVPD) for C42H65N19O6PS2 as an isolated structure.

```
135
Properties=species:S:1:pos:R:3:forces:R:3
N 4.4614 -1.8231 3.0842 -0.8862 0.3158 0.8103
P 3.0754 -2.7779 3.4563 0.6558 -2.0237 -0.4672
O 2.7241 -2.4339 5.0513 0.1166 0.5781 -0.6953
S 1.4424 -1.9502 2.2426 -0.4895 1.4335 0.3647
O 0.3332 -1.7978 3.1791 0.2127 -0.0418 0.1107
O 1.2039 -2.9114 1.1871 0.2799 -0.3970 -0.1570
N 2.0294 -0.5523 1.6509 -1.3936 -0.3671 0.5673
S 0.8955 0.5961 1.4509 0.7133 0.4379 -1.8013
O -0.4488 0.1216 1.1675 -0.0597 -0.3170 0.8024
O 1.3537 1.4498 0.3642 0.5393 0.2424 0.4686
C 0.9560 1.6298 2.9388 -0.1071 0.5553 -0.1112
C -0.4061 2.0374 3.4836 0.1441 -0.4955 0.8551
C -1.2323 0.8765 4.0348 -0.8664 -0.1162 -0.8278
N -2.6424 1.3078 4.1112 0.5812 0.1021 1.0506
C -3.4910 0.4148 4.9035 -0.1903 0.0788 -0.6024
C -4.3015 -0.5372 4.0367 0.5254 1.1032 0.9327
C -3.7881 -0.9822 2.8476 0.6701 0.2983 0.2393
C -4.5323 -1.8366 2.1047 0.6506 -0.9035 -1.6319
C -5.7755 -2.2373 2.4850 -1.1062 -0.8500 -0.1403
C -6.3086 -1.8095 3.6769 -0.3662 -0.1683 -0.1548
C -5.5421 -0.9638 4.4326 -0.6671 0.3770 1.0590
O -6.0472 -0.5412 5.6671 0.2063 -0.1890 -0.1959
H 4.4182 -1.6603 2.0777 0.1725 0.0586 -0.0052
H 4.3410 -0.9167 3.5420 0.0902 0.1794 -0.3006
H 3.5653 -2.3350 5.5116 0.0587 0.1069 0.0669
H 1.4652 2.5557 2.6414 -0.1208 -0.5791 -0.2757
H 1.6050 1.1698 3.6840 -0.2862 -0.3480 -0.0127
H -0.2236 2.7121 4.3281 0.0117 0.1474 -0.1669
H -0.9983 2.6154 2.7731 0.1300 -0.1903 -0.2449
H -1.1981 -0.0033 3.3885 0.6280 0.0984 0.0982
H -0.8878 0.5473 5.0179 0.0026 0.2405 0.0653
H -2.9947 1.3992 3.1679 -0.0915 -0.0502 -0.0065
H -4.1345 1.0300 5.5325 -0.1769 -0.2828 0.0446
H -2.8808 -0.2176 5.5565 0.1539 0.2765 0.0951
H -2.7942 -0.6788 2.5472 -0.0282 -0.0891 -0.2167
H -4.1326 -2.2226 1.1797 0.0332 -0.0612 -0.0310
H -6.3441 -2.9126 1.8590 0.0209 -0.0066 -0.0923
H -7.2907 -2.1201 4.0204 0.1220 0.0388 -0.0191
H -5.7896 -1.2602 6.2562 -0.3116 0.2290 0.5702
C -3.0194 -0.7232 -1.5430 -0.0148 0.1205 -0.0171
C -4.3241 -0.5570 -0.9078 -0.0294 0.0874 0.1969
N -5.3140 -0.4223 -0.3382 0.0652 0.1204 -0.5003
H -2.6223 -1.7114 -1.3132 -0.0445 0.0027 0.0597
H -3.1066 -0.6193 -2.6224 -0.0868 -0.0746 0.0500
H -2.3305 0.0343 -1.1683 0.0235 -0.0552 0.1425
C -1.3634 0.4124 -5.8232 -0.0627 -0.1291 0.0968
C -2.2974 -0.5840 -5.2974 -0.0172 -0.1564 0.0137
N -3.0216 -1.3763 -4.8820 0.2186 0.2272 -0.2195
H -1.6104 0.6458 -6.8552 -0.0072 0.0011 -0.0040
H -1.4221 1.3231 -5.2301 0.0045 0.0127 -0.0108
H -0.3462 0.0238 -5.7809 -0.0014 -0.0211 0.0371
C -10.3987 -1.4238 4.8803 0.0528 -0.1061 -0.0444
C -9.9072 -2.7776 4.6283 0.0924 -0.1819 -0.0234
N -9.5120 -3.8394 4.4303 -0.1210 0.2690 0.1006
H -9.7888 -0.7052 4.3354 0.0370 -0.0096 0.0185
H -11.4325 -1.3398 4.5509 -0.0011 -0.0072 -0.0098
H -10.3423 -1.2043 5.9444 0.0374 0.0052 0.0004
C -5.9946 -4.9495 6.2342 -0.0239 0.0818 0.0390
C -6.0825 -3.7382 7.0473 -0.0152 0.1585 -0.0044
N -6.1522 -2.7732 7.6702 0.0556 -0.3531 -0.1136
H -6.5969 -4.8299 5.3348 -0.0137 0.0372 0.0014
H -4.9591 -5.1264 5.9502 0.0070 0.0292 -0.0128
H -6.3625 -5.8018 6.8022 -0.0092 0.0063 0.0069
C 0.3267 -2.1901 -2.7183 0.0263 0.1435 -0.0660
C 1.1608 -1.7193 -3.8243 0.0557 0.0041 -0.0810
N 1.8046 -1.3500 -4.7036 -0.2248 -0.0584 0.1464
H -0.6915 -2.3483 -3.0731 -0.0113 0.0045 -0.0361
H 0.7195 -3.1252 -2.3257 0.0830 0.0503 0.0501
H 0.3175 -1.4459 -1.9220 0.0628 -0.0328 0.0901
C 6.7957 -2.8524 -0.5178 -0.4481 -0.2279 -0.2933
C 5.3626 -2.6903 -0.2698 -0.1628 -0.0010 -0.0070
N 4.2362 -2.5559 -0.0754 0.4218 -0.0849 -0.1019
H 7.3041 -1.9161 -0.3485 -0.0186 0.0713 0.0309
H 7.2059 -3.6050 0.1505 0.0276 0.0625 0.0625
H 6.9531 -3.1643 -1.5505 -0.0496 -0.0269 0.0009
C 2.3058 -0.0483 7.9063 0.0070 0.0354 -0.1355
C 2.8711 0.3080 6.6068 -0.0101 0.0645 -0.1183
N 3.3100 0.5827 5.5817 0.0819 0.0437 0.2267
H 1.2270 -0.1605 7.8176 -0.0024 -0.0214 -0.0289
H 2.7341 -0.9878 8.2498 -0.0181 -0.0158 -0.0100
H 2.5269 0.7326 8.6314 0.0012 0.0039 0.0000
C 4.1952 4.4037 2.9065 -0.0878 -0.0612 -0.0170
C 2.7710 4.6244 3.1425 0.3871 0.0910 -0.0188
N 1.6565 4.8090 3.3318 -0.1819 0.2571 0.1141
H 4.7446 5.3257 3.0885 -0.0204 0.0102 0.0114
H 4.5620 3.6279 3.5764 -0.0260 -0.0283 -0.0102
H 4.3510 4.0882 1.8764 -0.0295 -0.0349 0.0033
C 1.0188 8.0286 4.3542 0.0950 0.0139 0.1100
C 2.3104 8.5271 4.8273 0.1264 0.0528 0.0392
N 3.3265 8.9189 5.1979 -0.2620 -0.1069 -0.1021
H 0.8568 8.3415 3.3249 0.0110 -0.0255 -0.0143
H 1.0029 6.9408 4.3995 0.0034 -0.0092 -0.0661
H 0.2187 8.4250 4.9766 0.0160 0.0248 0.0094
C -2.9211 2.0985 -9.4543 -0.0212 -0.1212 0.2788
C -1.8638 2.6861 -8.6375 -0.0518 0.0904 -0.1124
N -1.0336 3.1593 -7.9986 -0.0918 0.0033 -0.0584
H -2.8276 2.4429 -10.4799 -0.0056 0.0062 -0.0049
H -2.8487 1.0132 -9.4352 0.1009 0.1766 0.0661
H -3.8920 2.4003 -9.0670 0.0140 0.0963 -0.0270
C -2.8458 6.4352 -8.7222 -0.0541 -0.0679 -0.1049
C -3.4435 5.5223 -9.6964 -0.0653 -0.0988 -0.0917
N -3.9143 4.7985 -10.4562 0.0999 0.3261 0.1794
H -1.7659 6.4552 -8.8523 0.0067 -0.0350 0.0195
H -3.2435 7.4380 -8.8648 -0.0098 -0.0018 -0.0068
H -3.0757 6.0986 -7.7135 0.0251 -0.0223 0.0022
C -0.8486 -5.1045 -0.5641 -0.0454 0.2207 0.0193
C -2.2559 -4.7130 -0.4826 -0.1405 0.0516 0.0438
N -3.3614 -4.4004 -0.4189 0.2980 -0.0845 -0.0713
H -0.6789 -6.0090 0.0159 -0.0009 0.0154 0.0308
H -0.5826 -5.2921 -1.6033 -0.0190 -0.0329 -0.0117
H -0.2182 -4.3037 -0.1674 -0.0084 -0.0445 0.1049
C 10.1889 0.0516 -0.0587 -0.1179 -0.1087 0.0011
C 9.4021 -0.9000 0.7254 0.0032 -0.0536 0.2249
N 8.7822 -1.6477 1.3421 0.4583 0.2980 -0.0503
H 9.6752 0.2740 -0.9929 -0.0255 0.0129 0.0154
H 10.3221 0.9736 0.5028 0.0141 -0.0056 0.0121
H 11.1657 -0.3733 -0.2785 0.0357 0.0446 0.0509
C 2.3435 3.0554 -7.5831 0.1792 0.1341 0.0439
C 3.5482 3.8359 -7.2947 0.1336 0.0499 0.0399
N 4.4927 4.4520 -7.0686 -0.2486 -0.1484 -0.0936
H 2.5172 2.4134 -8.4443 -0.0001 -0.0108 0.0030
H 2.0889 2.4373 -6.7246 -0.0084 -0.0020 0.0061
H 1.5116 3.7213 -7.7986 -0.0446 -0.0431 0.0244
C 13.4717 -3.3101 -0.5015 0.0063 0.1326 0.0823
C 13.5401 -2.0078 0.1623 0.0296 0.1257 0.1017
N 13.5941 -0.9861 0.6875 -0.0453 -0.2751 -0.1923
H 12.7688 -3.2650 -1.3309 -0.0045 -0.0080 -0.0018
H 14.4545 -3.5821 -0.8809 0.0023 0.0028 -0.0050
H 13.1396 -4.0667 0.2064 -0.0124 0.0029 0.0029
C -4.4485 -1.9625 -11.3490 0.1110 0.0767 0.0471
C -3.2463 -1.2082 -10.9957 0.1764 0.0251 0.0099
N -2.3005 -0.6158 -10.7178 -0.2530 -0.4120 -0.2225
H -5.1902 -1.2931 -11.7800 -0.0015 0.0036 0.0000
H -4.1988 -2.7340 -12.0744 0.0058 -0.0032 0.0002
H -4.8638 -2.4304 -10.4587 0.0055 -0.0009 0.0073
```
Positions in Å, forces in eV/Å.

E_tot = -4268.844495 hartree
Net charge = -1
ΔE to the lowest compared entry with this formula, charge and spin = 0.0 kJ/mol
Frontier orbital gap = 6.48 eV
LUMO energy = 1.4 eV